# 1
Below is a cluster of 2 separate species, C8H13N4OS in total at a distorted geometry, with properties calculated with wB97M-V/def2-TZVPD.

Each line ends with the Mulliken charge.
CARTESIAN COORDINATES (ANGSTROEM)
C1 -0.206 2.121 -1.681  -1.07
C2 -0.308 2.677 0.927  -0.44
C3 -0.177 1.888 -0.262  0.45
C4 -0.259 0.962 -2.441  0.76
C5 -0.004 -0.428 -0.670  0.68
C6 -0.194 -1.796 -0.031  -0.90
C7 0.870 -1.005 4.445  -0.63
C8 -0.611 -0.457 -4.793  -0.74
N1 -0.146 -0.315 -1.945  -0.34
N2 -0.254 1.898 1.964  -0.82
N3 0.030 0.610 0.171  0.39
N4 -0.104 0.685 1.531  0.20
O1 1.054 -1.101 3.051  -0.54
S1 -0.198 1.270 -4.168  -0.05
H1 -0.585 3.047 -2.067  0.39
H2 -0.646 3.726 0.860  0.37
H3 -0.903 -2.367 -0.721  0.32
H4 -0.607 -1.722 1.072  0.36
H5 0.729 -2.320 -0.005  0.25
H6 0.323 -1.872 4.871  0.27
H7 0.325 -0.041 4.657  0.27
H8 1.801 -1.102 5.021  0.27
H9 -1.508 -0.557 -5.403  0.33
H10 -0.457 -1.229 -4.020  0.27
H11 0.308 -0.737 -5.382  0.31
H12 0.269 0.023 2.147  0.36
H13 1.457 -1.858 2.871  0.28

Atoms 1-2, force components in eV/Å:
-1.29 -1.35 2.71
-0.97 1.09 -1.86

Calculated values
- net charge = +1
- DFT total energy (eV) = -27340.9449
- max |F| (eV/A) = 5.90
- HOMO-LUMO gap (eV) = 8.073
- energy above the lowest of the compared OMol25 structures with the same formula, charge and spin (kcal/mol) = 55.0


# 2
Below is a cluster of 7 separate species, C75H166NO5P4 in total at a distorted geometry, with properties calculated with wB97M-V/def2-TZVPD.

Each line ends with the Mulliken charge.
CARTESIAN COORDINATES (ANGSTROEM)
C1 5.026 -6.433 -0.807  -1.46
C2 5.047 -5.010 -1.470  -0.11
C3 5.122 -3.946 -0.369  0.04
N1 5.112 -2.497 -0.742  0.76
C4 6.371 -2.197 -1.533  -0.99
C5 5.023 -1.666 0.522  -0.96
C6 4.036 -0.544 0.205  1.61
C7 3.764 -0.612 -1.306  0.37
C8 3.935 -2.085 -1.564  -0.76
H1 5.944 -6.577 -0.223  0.43
H2 5.080 -7.183 -1.586  0.43
H3 4.108 -6.648 -0.303  0.24
H4 4.118 -4.978 -2.008  0.24
H5 5.944 -4.952 -2.139  0.43
H6 5.997 -4.143 0.272  0.70
H7 4.275 -4.057 0.319  -0.77
H8 6.228 -2.646 -2.514  0.46
H9 7.216 -2.658 -1.028  0.30
H10 6.411 -1.120 -1.704  0.35
H11 6.023 -1.335 0.805  0.04
H12 4.599 -2.336 1.229  0.35
H13 4.445 0.418 0.391  -0.53
H14 3.122 -0.702 0.786  -0.46
H15 4.383 0.114 -1.841  0.50
H16 2.724 -0.395 -1.536  -0.71
H17 4.124 -2.401 -2.605  0.57
H18 3.129 -2.642 -1.094  -0.12
C9 -3.768 4.804 0.149  -1.49
C10 -2.250 4.825 0.243  -0.32
C11 -1.675 4.387 1.609  -0.26
C12 -0.120 4.325 1.525  -0.42
P1 0.687 4.360 3.183  0.82
C13 2.336 3.609 2.822  -0.51
C14 3.121 4.007 1.567  -0.09
C15 4.365 3.125 1.436  1.05
C16 5.076 3.231 0.087  -1.49
C17 1.015 6.015 3.863  -0.82
C18 -0.097 7.072 3.729  -1.01
C19 -1.236 6.924 4.724  0.47
C20 -2.309 7.927 4.602  -1.57
C21 -0.299 3.265 4.252  -0.20
C22 0.399 2.705 5.483  0.88
C23 0.530 3.646 6.608  -0.63
C24 -0.744 4.113 7.289  -1.50
H19 -4.203 5.631 0.717  0.41
H20 -4.125 3.871 0.590  0.30
H21 -4.106 4.984 -0.875  0.39
H22 -1.824 5.773 -0.143  0.53
H23 -1.873 4.072 -0.460  0.06
H24 -2.043 3.435 1.936  0.32
H25 -1.990 5.069 2.404  0.03
H26 0.495 4.950 0.896  0.99
H27 0.123 3.288 1.219  -0.74
H28 2.069 2.572 2.821  -0.93
H29 2.994 3.812 3.677  1.02
H30 3.353 5.063 1.594  0.64
H31 2.413 3.793 0.764  -0.54
H32 4.064 2.094 1.658  -1.13
H33 4.976 3.360 2.311  0.58
H34 5.920 2.554 0.097  0.41
H35 5.411 4.252 -0.024  0.51
H36 4.380 2.929 -0.712  0.11
H37 1.890 6.382 3.320  0.58
H38 1.363 6.016 4.903  0.61
H39 -0.456 7.106 2.691  0.22
H40 0.406 8.034 3.833  0.62
H41 -0.820 6.812 5.726  0.42
H42 -1.723 5.935 4.572  -0.14
H43 -3.025 7.839 5.413  0.42
H44 -2.884 7.812 3.663  0.25
H45 -1.942 8.978 4.590  0.35
H46 -0.593 2.526 3.468  -0.64
H47 -1.176 3.843 4.493  1.17
H48 1.389 2.368 5.198  -0.77
H49 -0.094 1.808 5.838  0.17
H50 1.028 4.570 6.343  0.13
H51 1.215 3.199 7.324  0.52
H52 -1.315 3.257 7.671  0.38
H53 -1.434 4.619 6.622  0.27
H54 -0.455 4.716 8.133  0.45
C25 -3.358 0.989 4.946  -1.45
C26 -3.446 -0.489 4.391  -0.38
C27 -2.234 -1.374 4.856  -0.59
C28 -0.952 -0.943 4.073  0.32
P2 0.480 -1.963 4.435  1.08
C29 0.352 -3.409 3.409  0.08
C30 1.491 -4.460 3.547  -0.66
C31 0.957 -5.882 3.214  0.24
C32 0.117 -6.588 4.265  -1.55
C33 1.842 -0.822 4.077  0.84
C34 3.311 -1.312 4.095  -0.34
C35 4.354 -0.165 3.994  0.70
C36 4.386 0.637 5.215  -1.31
C37 0.559 -2.403 6.168  -1.28
C38 0.830 -1.220 7.112  -0.04
C39 0.724 -1.563 8.640  -0.81
C40 -0.641 -2.165 9.021  -1.12
H55 -2.402 1.486 4.727  0.30
H56 -3.330 0.920 6.030  0.35
H57 -4.230 1.545 4.667  0.58
H58 -3.492 -0.504 3.296  -0.23
H59 -4.386 -0.990 4.569  0.65
H60 -2.433 -2.440 4.628  0.50
H61 -2.037 -1.215 5.932  0.34
H62 -0.638 0.091 4.285  -0.17
H63 -1.097 -0.963 2.987  -0.01
H64 0.300 -3.026 2.395  -0.16
H65 -0.635 -3.795 3.666  0.37
H66 2.026 -4.532 4.500  0.75
H67 2.384 -4.292 2.945  -0.13
H68 1.816 -6.496 2.890  0.63
H69 0.358 -5.657 2.310  -0.39
H70 -0.402 -7.459 3.903  0.45
H71 -0.664 -5.930 4.690  0.21
H72 0.792 -6.861 5.082  0.37
H73 1.724 -0.132 4.914  -0.61
H74 1.598 -0.240 3.147  -0.49
H75 3.453 -1.843 3.186  -0.68
H76 3.455 -1.909 5.017  0.58
H77 4.098 0.422 3.104  -0.71
H78 5.355 -0.616 3.892  0.56
H79 4.983 1.548 5.041  0.43
H80 4.919 0.102 6.050  0.36
H81 3.424 0.899 5.585  0.03
H82 1.321 -3.164 6.316  0.77
H83 -0.332 -2.865 6.541  0.81
H84 0.063 -0.472 6.887  -0.09
H85 1.751 -0.706 6.922  0.04
H86 0.891 -0.625 9.191  0.42
H87 1.518 -2.258 8.929  0.39
H88 -1.473 -1.497 8.673  0.22
H89 -0.712 -2.299 10.106  0.43
H90 -0.789 -3.103 8.533  0.33
C41 -3.838 1.324 -2.045  -1.06
C42 -3.806 0.818 -0.646  -0.82
C43 -2.873 -0.492 -0.460  1.59
C44 -3.345 -1.725 -1.181  -1.12
P3 -2.160 -3.085 -0.985  0.79
C45 -2.913 -4.580 -1.705  -1.47
C46 -4.457 -4.661 -1.648  -0.65
C47 -5.034 -5.980 -2.197  -0.78
C48 -5.019 -6.214 -3.679  -1.27
C49 -0.790 -2.649 -2.087  -0.61
C50 -1.282 -2.142 -3.442  -0.34
C51 -0.172 -2.126 -4.430  -0.93
C52 1.068 -1.338 -4.007  -0.21
C53 -1.591 -3.337 0.626  0.82
C54 -2.690 -3.812 1.617  -1.14
C55 -2.645 -5.313 1.933  0.21
C56 -3.881 -5.806 2.717  -1.56
H91 -4.438 2.217 -2.206  0.55
H92 -4.163 0.592 -2.743  0.40
H93 -2.825 1.571 -2.405  -0.06
H94 -4.818 0.608 -0.280  0.45
H95 -3.418 1.595 -0.002  0.14
H96 -2.756 -0.608 0.636  -0.81
H97 -1.831 -0.229 -0.776  -0.61
H98 -3.446 -1.524 -2.260  0.08
H99 -4.323 -2.080 -0.864  0.97
H100 -2.490 -5.494 -1.301  0.87
H101 -2.617 -4.677 -2.743  1.08
H102 -4.867 -3.783 -2.170  0.44
H103 -4.729 -4.517 -0.635  0.38
H104 -6.080 -6.046 -1.909  0.40
H105 -4.520 -6.786 -1.679  0.39
H106 -5.683 -5.458 -4.092  0.30
H107 -5.398 -7.186 -4.009  0.39
H108 -4.065 -6.083 -4.154  0.31
H109 -0.261 -3.599 -2.156  0.70
H110 -0.138 -1.913 -1.612  -0.42
H111 -1.749 -1.178 -3.243  -0.04
H112 -2.105 -2.783 -3.852  0.65
H113 -0.537 -1.784 -5.417  0.11
H114 0.118 -3.159 -4.593  0.72
H115 0.838 -0.277 -3.962  -0.32
H116 1.776 -1.457 -4.833  0.60
H117 1.507 -1.668 -3.062  -0.22
H118 -0.989 -2.519 1.011  -0.15
H119 -0.883 -4.182 0.493  -0.51
H120 -3.665 -3.792 1.145  0.90
H121 -2.763 -3.077 2.447  0.21
H122 -1.785 -5.537 2.571  -0.41
H123 -2.559 -5.922 1.035  0.36
H124 -3.855 -5.243 3.679  0.30
H125 -3.828 -6.881 2.979  0.42
H126 -4.830 -5.618 2.228  0.39
C57 1.717 4.822 -2.316  -0.99
C58 2.090 4.089 -3.597  -0.67
C59 0.959 3.243 -4.186  0.18
C60 1.319 2.686 -5.550  -0.97
P4 -0.141 2.364 -6.609  0.39
C61 -0.888 3.963 -6.786  -0.80
C62 -1.844 4.095 -7.971  -0.59
C63 -2.200 5.569 -8.219  -0.80
C64 -3.143 6.011 -7.084  -1.05
C65 0.458 1.747 -8.170  -1.21
C66 1.094 0.344 -8.073  -0.53
C67 0.106 -0.779 -8.256  0.29
C68 0.879 -2.082 -8.247  -1.67
C69 -1.200 1.157 -5.795  2.38
C70 -2.450 0.769 -6.480  -1.07
C71 -3.245 -0.362 -5.861  0.40
C72 -4.554 -0.664 -6.590  -1.62
H127 0.897 5.516 -2.511  0.48
H128 2.557 5.365 -1.835  0.44
H129 1.311 4.130 -1.558  -0.04
H130 2.948 3.458 -3.311  0.16
H131 2.315 4.772 -4.427  0.55
H132 0.149 3.946 -4.271  0.14
H133 0.684 2.514 -3.426  -0.44
H134 1.892 1.755 -5.482  0.60
H135 1.901 3.391 -6.111  0.90
H136 -0.006 4.530 -6.979  0.62
H137 -1.333 4.256 -5.837  0.47
H138 -2.796 3.617 -7.814  0.12
H139 -1.414 3.658 -8.861  0.48
H140 -2.666 5.663 -9.223  0.38
H141 -1.277 6.143 -8.319  0.38
H142 -2.597 6.174 -6.120  0.24
H143 -3.841 5.195 -6.837  0.28
H144 -3.752 6.907 -7.228  0.39
H145 1.123 2.541 -8.577  0.42
H146 -0.413 1.684 -8.815  0.61
H147 1.564 0.142 -7.105  -0.03
H148 1.881 0.219 -8.833  0.69
H149 -0.440 -0.770 -9.188  0.42
H150 -0.621 -0.858 -7.472  -0.19
H151 0.243 -2.965 -8.258  0.41
H152 1.494 -2.187 -7.348  0.24
H153 1.610 -2.088 -9.070  0.45
H154 -1.386 1.539 -4.787  0.40
H155 -0.483 0.331 -5.680  -2.19
H156 -2.260 0.545 -7.538  0.37
H157 -3.129 1.643 -6.554  0.53
H158 -3.428 -0.211 -4.821  -0.30
H159 -2.597 -1.201 -5.746  0.23
H160 -5.196 0.222 -6.626  0.36
H161 -5.016 -1.489 -6.010  0.44
H162 -4.441 -1.009 -7.649  0.34
O1 1.167 -4.885 0.261  0.13
C73 1.121 -5.170 -1.105  0.42
O2 2.176 -4.995 -1.701  -0.56
O3 -0.073 -5.512 -1.298  -0.77
H163 2.165 -4.683 0.376  -0.07
C74 0.695 1.228 -0.653  -0.83
C75 0.717 0.494 0.668  -0.80
O4 0.601 1.203 1.697  0.41
O5 0.811 -0.760 0.652  0.19
H164 1.571 1.887 -0.664  0.40
H165 -0.219 1.729 -0.916  0.70
H166 0.743 0.585 -1.542  -0.47

Atoms 1-2, force components in eV/Å:
1.34 0.87 -0.94
0.92 -0.71 0.31

Calculated values
- net charge = +3
- DFT total energy (eV) = -129333.0004
- max |F| (eV/A) = 4.32
- HOMO-LUMO gap (eV) = 8.898


# 3
Below is a cluster of 2 separate species, C6H14N2O2S in total at a distorted geometry, with properties calculated with wB97M-V/def2-TZVPD.

Each line ends with the Mulliken charge.
CARTESIAN COORDINATES (ANGSTROEM)
C1 -0.140 -0.503 2.934  -1.38
C2 -0.870 1.483 1.355  -1.63
C3 -1.446 -0.819 0.798  -1.59
C4 0.803 0.488 -3.982  -1.07
C5 0.799 -0.886 -1.585  -0.88
C6 -0.322 0.011 1.449  1.56
N1 2.074 -0.096 1.051  -0.10
N2 0.943 -0.281 0.744  0.26
O1 2.728 0.193 2.042  -0.49
O2 -1.108 0.793 -2.117  -0.64
S1 0.367 0.745 -2.196  0.54
H1 0.499 -1.405 2.744  0.42
H2 0.260 0.332 3.682  0.25
H3 -1.032 -0.821 3.428  0.42
H4 -1.839 1.649 1.652  0.43
H5 -0.939 1.676 0.348  0.44
H6 -0.200 2.122 1.972  0.35
H7 -2.161 -1.009 1.507  0.53
H8 -2.003 -0.462 -0.093  0.25
H9 -0.826 -1.769 0.520  0.32
H10 0.459 -0.534 -4.428  0.28
H11 1.841 0.527 -3.955  0.41
H12 0.224 1.198 -4.410  0.38
H13 0.033 -1.521 -1.628  0.50
H14 1.856 -1.111 -1.829  0.43

Atoms 1-2, force components in eV/Å:
1.78 1.41 -0.21
4.23 -1.05 1.67

Calculated values
- DFT total energy (eV) = -24351.2991
- max |F| (eV/A) = 5.41
- HOMO-LUMO gap (spin up / spin down) (eV) = 7.026 / 9.067
- energy above the lowest of the compared OMol25 structures with the same formula, charge and spin (kcal/mol) = 187.4